(1)
The following is a DFT calculation (ωB97M-V/def2-TZVPD) of 2 unconnected molecules or ions with the total composition C6H11N.

Results
LUMO energy (spin up / spin down) = 4.1211 / 4.0197 eV

```
! RIJCOSX wB97M-V def2-TZVPD def2/J DEFGRID3
* xyz -1 2
C 0.055 1.704 -2.191
C -0.466 0.755 -1.410
N -1.291 -0.281 -1.851
H -0.190 1.736 -3.247
H 0.760 2.405 -1.778
H -0.133 0.667 -0.383
H -1.723 -0.088 -2.744
H -1.961 -0.557 -1.143
C 2.115 0.333 1.418
C 1.156 -0.659 1.217
C -0.111 -0.684 1.798
C -1.157 -1.555 1.479
H 1.955 1.068 2.201
H 3.089 0.308 0.951
H 1.352 -1.449 0.498
H -0.318 0.121 2.499
H -2.150 -1.449 1.896
H -0.981 -2.375 0.789
*
```

Atom charges from the natural (NBO) analysis, given in e for atoms 1 to 4: number 1, C, carries -0.575; number 2, C, carries 0.018; number 3, N, carries -0.824; number 4, H, carries 0.162

=====

(2)
The following is a DFT calculation (ωB97M-V/def2-TZVPD) of C2H6N2O in the gas phase.

Results
Structure (SMILES) = C/C(O)=N/N
LUMO energy = 1.0075 eV

```
! RIJCOSX wB97M-V def2-TZVPD def2/J DEFGRID3
* xyz 0 1
C -0.237 -1.728 0.062
C 0.145 -0.288 0.088
O 1.376 -0.027 0.549
N -0.670 0.597 -0.310
N -0.138 1.949 -0.217
H -0.185 -2.133 1.070
H -1.242 -1.832 -0.331
H 0.468 -2.277 -0.559
H 1.476 0.945 0.517
H -0.155 2.314 -1.168
H -0.839 2.478 0.299
*
```

Atom charges from the natural (NBO) analysis, given in e for atoms 1 to 4: number 1, C, carries -0.667; number 2, C, carries 0.556; number 3, O, carries -0.685; number 4, N, carries -0.398

=====

(3)
The following is a DFT calculation (ωB97M-V/def2-TZVPD) of a molecular structure, C23H20BrCl3GeI3N4Ru.

Results
LUMO energy (spin up / spin down) = -4.1774 / -4.0991 eV

```
! RIJCOSX wB97M-V def2-TZVPD def2/J DEFGRID3
* xyz 1 1
Ru -0.076 0.131 0.195
N -1.611 -2.901 -0.250
C -2.403 -2.002 0.432
C -3.648 -2.493 0.845
C -4.523 -1.675 1.510
C -4.144 -0.359 1.756
C -2.916 0.050 1.319
N -2.022 -0.744 0.670
C -0.308 -2.896 -0.707
C 0.139 -4.085 -1.291
C 1.442 -4.190 -1.708
C 2.282 -3.097 -1.543
C 1.764 -1.952 -1.000
N 0.482 -1.829 -0.577
H -2.070 -3.786 -0.399
H -3.905 -3.522 0.631
H -5.486 -2.048 1.831
H -4.794 0.341 2.260
H -2.606 1.070 1.486
H -0.548 -4.915 -1.394
H 1.802 -5.108 -2.153
H 3.314 -3.119 -1.863
H 2.389 -1.079 -0.902
I -0.093 1.524 2.958
C 0.545 -0.076 4.239
I 0.762 -1.938 3.245
H -0.204 -0.204 5.009
H 1.500 0.193 4.671
Cl -0.270 3.136 -2.306
Ge -1.305 1.907 -0.864
Cl -1.955 3.405 0.620
Cl -3.130 1.334 -1.868
N 1.369 0.977 -0.018
C 2.669 1.395 -0.004
C 3.069 2.448 -0.841
C 4.388 2.850 -0.842
C 5.313 2.229 -0.012
C 4.918 1.190 0.827
C 3.607 0.766 0.834
H 2.328 2.917 -1.474
H 4.700 3.657 -1.492
H 6.345 2.552 -0.016
H 5.643 0.714 1.474
H 3.275 -0.045 1.472
Br 4.249 -0.355 -3.088
C 3.577 1.113 -4.078
C 4.480 2.109 -4.424
C 4.052 3.208 -5.150
C 2.721 3.307 -5.535
C 1.825 2.309 -5.192
C 2.244 1.204 -4.461
I 0.809 -0.237 -3.960
H 5.515 2.012 -4.127
H 4.759 3.980 -5.422
H 2.377 4.160 -6.105
H 0.787 2.385 -5.488
*
```

Atom charges from the natural (NBO) analysis, given in e for atoms 1 to 4: number 1, Ru, carries 0.505; number 2, N, carries -0.563; number 3, C, carries 0.427; number 4, C, carries -0.273

=====

(4)
The following is a DFT calculation (ωB97M-V/def2-TZVPD) of a gas-phase ion, C3H9N2 (charge +1) at a distorted geometry.

Results
LUMO energy (spin up / spin down) = -4.8407 / -4.8407 eV

```
! RIJCOSX wB97M-V def2-TZVPD def2/J DEFGRID3
* xyz 1 1
C 1.273 -0.324 -0.078
C -0.898 -0.730 -0.587
C -0.678 1.417 0.609
N 0.952 -1.591 -0.633
N -0.143 0.051 0.505
H 2.215 -0.444 0.677
H 1.332 0.487 -0.794
H -1.269 -0.074 -1.443
H -1.433 -1.701 -0.248
H -1.740 1.338 0.592
H -0.446 1.745 1.564
H -0.287 2.158 -0.138
H 1.341 -1.929 -1.461
H -0.220 -0.402 1.433
*
```

Atom charges from the natural (NBO) analysis, given in e for atoms 1 to 4: number 1, C, carries -0.033; number 2, C, carries -0.078; number 3, C, carries -0.425; number 4, N, carries -0.586

=====

(5)
The following is a DFT calculation (ωB97M-V/def2-TZVPD) of C3H6N4S in the gas phase at a distorted geometry.

Results
Structure (SMILES) = C=N/N=C/NC(N)=S
LUMO energy = -0.2075 eV

```
! RIJCOSX wB97M-V def2-TZVPD def2/J DEFGRID3
* xyz 0 1
C 1.118 1.539 2.337
N 0.318 1.887 1.263
N 0.026 0.837 0.452
C -0.905 0.878 -0.340
N -1.153 -0.275 -1.104
C -0.441 -1.399 -1.497
N 0.710 -1.605 -0.856
S -1.164 -2.517 -2.505
H 1.533 0.402 2.318
H 1.567 2.192 3.159
H -1.497 1.778 -0.638
H -2.131 -0.125 -1.535
H 0.971 -1.100 -0.059
H 1.049 -2.491 -0.995
*
```

Atom charges from the natural (NBO) analysis, given in e for atoms 1 to 4: number 1, C, carries -0.093; number 2, N, carries -0.270; number 3, N, carries -0.392; number 4, C, carries 0.299

=====

(6)
The following is a DFT calculation (ωB97M-V/def2-TZVPD) of 2 unconnected molecules or ions with the total composition C2H5N2O2 at a distorted geometry.

Results
LUMO energy = 3.8949 eV

```
! RIJCOSX wB97M-V def2-TZVPD def2/J DEFGRID3
* xyz -1 1
N -0.256 0.421 0.734
C -1.601 0.043 1.099
N -2.380 0.589 2.006
H 0.118 1.133 1.311
H 0.306 -0.301 0.331
H -2.144 -0.424 0.156
H -3.270 0.151 1.929
O 1.430 -0.815 -1.074
C 2.280 -0.328 -1.918
O 3.577 -0.402 -1.671
H 1.940 -0.066 -2.903
*
```

Atom charges from the natural (NBO) analysis, given in e for atoms 1 to 4: number 1, N, carries -0.824; number 2, C, carries 0.278; number 3, N, carries -0.761; number 4, H, carries 0.372

=====

(7)
The following is a DFT calculation (ωB97M-V/def2-TZVPD) of C8H14N2O4 in the gas phase at a distorted geometry.

Results
Structure (SMILES) = O=C(O)[C@H](CO)NC(=O)[C@@H]1CCCN1
LUMO energy = 0.5096 eV

```
! RIJCOSX wB97M-V def2-TZVPD def2/J DEFGRID3
* xyz 0 1
O 0.884 -2.726 -0.660
C -0.279 -2.624 -0.387
O -1.296 -3.267 -0.963
C -0.639 -1.803 0.865
C -2.023 -0.960 0.772
O -2.105 -0.594 2.063
N 0.515 -1.124 1.479
C 1.422 -0.133 1.120
O 2.236 0.158 2.004
C 1.447 0.544 -0.231
C 1.755 2.042 -0.199
C 0.681 2.634 -1.052
C -0.536 1.688 -1.044
N 0.116 0.377 -0.896
H -0.754 -3.785 -1.617
H -0.945 -2.517 1.589
H -1.956 -0.200 -0.016
H -2.774 -1.704 0.418
H -2.511 0.196 1.893
H 0.472 -1.136 2.457
H 2.341 0.048 -0.765
H 1.560 2.567 0.721
H 2.831 2.189 -0.364
H 0.959 2.665 -2.104
H 0.444 3.670 -1.002
H -1.205 2.113 -0.328
H -0.919 1.819 -1.987
H 0.278 -0.138 -1.765
*
```

Atom charges from the natural (NBO) analysis, given in e for atoms 1 to 4: number 1, O, carries -0.600; number 2, C, carries 0.780; number 3, O, carries -0.665; number 4, C, carries -0.146

=====

(8)
The following is a DFT calculation (ωB97M-V/def2-TZVPD) of 2 unconnected molecules or ions with the total composition C6H11N.

Results
LUMO energy = -1.5358 eV

```
! RIJCOSX wB97M-V def2-TZVPD def2/J DEFGRID3
* xyz 0 1
C -2.006 -1.200 -0.188
C -0.894 -0.158 0.143
C -0.129 -0.563 1.402
C -0.177 -0.106 -1.147
C 1.758 2.082 -0.368
C 0.836 -1.053 -1.359
N 1.662 -1.815 -1.687
H -2.572 -0.921 -1.079
H -2.692 -1.236 0.664
H -1.576 -2.196 -0.329
H -1.405 0.799 0.298
H -0.809 -0.591 2.259
H 0.665 0.155 1.625
H 0.328 -1.552 1.288
H 0.966 1.675 -1.031
H 2.326 2.802 -0.955
H 1.288 2.580 0.481
H 2.432 1.297 -0.016
*
```

Atom charges from the natural (NBO) analysis, given in e for atoms 1 to 4: number 1, C, carries -0.584; number 2, C, carries -0.359; number 3, C, carries -0.616; number 4, C, carries 0.134

=====

(9)
The following is a DFT calculation (ωB97M-V/def2-TZVPD) of C4H5NO in the gas phase.

Results
LUMO energy = 0.3763 eV

```
! RIJCOSX wB97M-V def2-TZVPD def2/J DEFGRID3
* xyz 0 1
C -1.714 -0.201 0.110
C -0.494 0.595 0.362
C 0.315 1.473 0.787
C 0.958 -0.272 0.471
O 0.897 -1.236 1.193
N 1.877 -0.082 -0.512
H -1.680 -0.705 -0.860
H -2.581 0.464 0.133
H -1.822 -0.952 0.897
H 2.697 -0.672 -0.464
H 1.996 0.853 -0.870
*
```

Atom charges from the natural (NBO) analysis, given in e for atoms 1 to 4: number 1, C, carries -0.655; number 2, C, carries -0.221; number 3, C, carries -0.005; number 4, C, carries 0.686

=====

(10)
The following is a DFT calculation (ωB97M-V/def2-TZVPD) of 2 unconnected molecules or ions with the total composition C8H18OSi at a distorted geometry.

Results
Structure (SMILES) = C/C=[Si](\O)C(C)C.C=CC
LUMO energy = 0.4595 eV

```
! RIJCOSX wB97M-V def2-TZVPD def2/J DEFGRID3
* xyz 0 1
C 1.680 -2.498 0.021
C 1.472 -1.079 0.513
Si 1.708 0.424 -0.387
O 2.222 0.506 -1.934
C 1.273 2.185 0.101
C 0.422 2.135 1.335
C 0.287 2.690 -0.992
H 1.001 -3.260 0.266
H 2.685 -2.906 0.325
H 1.630 -2.522 -1.169
H 1.379 -1.022 1.545
H 2.677 -0.321 -2.393
H 2.131 2.815 0.134
H -0.373 1.396 0.900
H 0.772 1.651 2.341
H -0.227 2.964 1.594
H 0.788 2.858 -1.908
H -0.015 3.664 -0.691
H -0.624 2.200 -1.218
C -2.275 -1.866 1.467
C -2.207 -1.952 0.160
C -2.336 -0.710 -0.749
H -2.114 -2.600 2.267
H -2.441 -0.912 1.901
H -2.108 -2.787 -0.437
H -2.945 -0.898 -1.683
H -1.402 -0.232 -1.085
H -3.060 0.077 -0.226
*
```

Atom charges from the natural (NBO) analysis, given in e for atoms 1 to 4: number 1, C, carries -0.616; number 2, C, carries -0.977; number 3, Si, carries 1.768; number 4, O, carries -1.112

=====

Record-wise energy values, in hartree: -289.87821; -264.53234; -8126.86184; -228.80660; -735.04240; -339.22453; -723.64884; -289.82926; -285.29263; -680.23962
Record-wise relative energy (zero: lowest compared OMol25 entry of this formula, charge and spin) values, in eV: 0.4772; 1.4959; 0.0599; 4.9035; 2.8137; 1.3913; 2.8007; 3.8755; 3.3187; 2.9117